Entry 1:
Formula: C47H43F9HgN3OPSSi
Source: the OMol25 dataset
Level of theory: ωB97M-V/def2-TZVPD

```
! RIJCOSX wB97M-V def2-TZVPD def2/J DEFGRID3
* xyz -1 2
Hg 1.146 -2.189 -0.132
C 4.370 1.924 5.213
C 3.085 2.289 4.457
C 2.451 3.527 5.106
C 3.462 2.635 3.016
C 2.105 1.119 4.528
C 1.670 0.658 5.787
C 0.818 -0.419 5.925
C 0.380 -1.066 4.774
S -0.609 -2.476 4.587
C -0.394 -2.352 2.835
N 0.305 -1.340 2.452
C 0.779 -0.610 3.516
C 1.640 0.481 3.397
C -0.950 -3.362 1.921
C -1.909 -4.257 2.401
C -2.456 -5.214 1.567
C -2.044 -5.267 0.241
C -1.092 -4.370 -0.227
C -0.503 -3.403 0.590
H 5.092 2.739 5.141
H 4.823 1.026 4.791
H 4.178 1.739 6.269
H 3.140 4.372 5.060
H 2.205 3.348 6.152
H 1.531 3.805 4.591
H 4.191 3.446 3.016
H 2.596 2.968 2.441
H 3.909 1.784 2.499
H 2.021 1.153 6.683
H 0.516 -0.757 6.907
H 1.951 0.766 2.403
H -2.249 -4.200 3.430
H -3.204 -5.900 1.942
H -2.473 -6.000 -0.432
H -0.805 -4.421 -1.269
F 1.258 4.159 -5.531
C -0.043 3.983 -5.246
F -0.617 3.462 -6.347
F -0.572 5.218 -5.094
C -0.263 3.124 -4.034
C 0.760 2.929 -3.114
C 0.534 2.121 -2.013
C -0.704 1.513 -1.813
C -1.730 1.750 -2.728
C -1.511 2.541 -3.839
P -0.849 0.446 -0.320
C -1.705 1.669 0.761
C -0.932 2.306 1.727
C -1.468 3.309 2.520
C -2.797 3.670 2.355
C -3.588 3.036 1.399
C -3.041 2.046 0.606
C -3.416 4.718 3.236
F -4.274 5.507 2.562
F -2.504 5.528 3.800
F -4.123 4.174 4.250
C -2.196 -0.705 -0.767
C -3.058 -1.183 0.218
C -4.004 -2.147 -0.079
C -4.088 -2.649 -1.370
C -3.212 -2.210 -2.353
C -2.263 -1.250 -2.049
C -5.157 -3.647 -1.710
F -6.295 -3.044 -2.126
F -4.792 -4.482 -2.696
F -5.506 -4.412 -0.659
H 1.731 3.375 -3.274
H 1.345 1.924 -1.320
H -2.698 1.288 -2.592
H -2.299 2.694 -4.563
H 0.102 2.011 1.860
H -0.858 3.805 3.261
H -4.621 3.328 1.272
H -3.657 1.562 -0.140
H -2.985 -0.809 1.232
H -4.663 -2.520 0.693
H -3.251 -2.628 -3.350
H -1.564 -0.943 -2.817
C 4.303 -2.575 -1.657
Si 3.462 -1.487 -0.364
C 3.794 0.306 -0.886
C 4.395 -1.729 1.269
H 5.376 -2.368 -1.696
H 3.878 -2.393 -2.644
H 4.169 -3.634 -1.437
H 4.866 0.513 -0.827
H 3.277 1.029 -0.251
H 3.475 0.475 -1.916
H 5.461 -1.521 1.139
H 4.290 -2.752 1.631
H 4.013 -1.070 2.051
N -0.256 0.200 -7.140
C -0.440 -1.109 -6.703
O -0.934 -1.925 -7.487
C -0.018 -1.425 -5.366
C 0.616 -0.522 -4.463
C 0.911 -0.925 -3.191
N 0.640 -2.140 -2.663
C 0.122 -3.033 -3.555
C -0.207 -2.738 -4.845
H -0.769 0.421 -7.977
H -0.170 0.939 -6.464
H 0.901 0.481 -4.755
H 1.406 -0.234 -2.515
H -0.040 -4.035 -3.179
H -0.625 -3.495 -5.493
*
```

Output
LUMO level (spin up / spin down) ... 1.96 / 1.95 eV
Total energy ... -112594.87366 eV



Entry 2:
Formula: C5H12NOS2
Source: the OMol25 dataset
Level of theory: ωB97M-V/def2-TZVPD

```
! RIJCOSX wB97M-V def2-TZVPD def2/J DEFGRID3
* xyz 1 1
C 0.742 -1.713 0.024
C 0.550 -1.579 -1.488
C 0.541 0.622 -0.201
C 0.797 -0.257 2.051
C 0.240 2.952 -0.579
N 0.720 -0.390 0.616
O 0.478 1.827 0.268
S 0.445 0.204 -1.867
S -2.813 -0.565 -0.345
H -0.063 -2.307 0.469
H 1.694 -2.195 0.260
H 1.379 -1.991 -2.059
H -0.377 -2.032 -1.836
H -0.134 -0.595 2.510
H 1.618 -0.862 2.430
H 0.964 0.786 2.309
H 0.235 2.674 -1.632
H 1.029 3.679 -0.386
H -0.723 3.382 -0.300
H -3.934 0.099 -0.123
H -3.386 -1.741 -0.122
*
```

Output
LUMO level ... -2.90 eV
ΔE to the lowest compared entry with this formula, charge and spin ... 0.00 kJ/mol
Total energy ... -30581.15109 eV



Entry 3:
Formula: C41H41BrDyN5O6
Source: the OMol25 dataset
Level of theory: ωB97M-V/def2-TZVPD

```
! RIJCOSX wB97M-V def2-TZVPD def2/J DEFGRID3
* xyz 0 6
Dy -0.944 0.832 -0.947
O -0.040 -0.236 -4.868
C 0.012 -0.092 -3.671
O -1.008 0.114 -2.857
C 1.377 -0.330 -2.957
C 1.273 -1.749 -2.394
C 2.624 -2.328 -1.961
C 2.687 -2.009 -0.452
C 1.427 -1.192 -0.236
O 0.491 -1.691 -1.164
C 1.780 0.750 -1.878
C 0.864 2.030 -2.119
O 0.803 2.471 -3.242
O 0.299 2.492 -1.038
H 2.095 -0.325 -3.768
H 0.743 -2.381 -3.097
H 2.674 -3.399 -2.145
H 3.430 -1.848 -2.518
H 2.628 -2.915 0.150
H 3.572 -1.453 -0.166
H 1.025 -1.328 0.759
H 3.112 2.439 -1.893
Br -4.979 -2.959 -7.190
C -5.872 -2.341 -5.642
C -5.696 -1.033 -5.226
C -6.359 -0.585 -4.090
C -7.212 -1.435 -3.387
C -7.395 -2.734 -3.840
C -6.711 -3.202 -4.956
N -8.084 -0.998 -2.310
N -7.749 -0.165 -1.432
C -6.395 0.256 -1.151
C -6.260 1.596 -0.898
C -5.017 2.209 -0.691
C -3.859 1.471 -0.646
O -2.674 1.999 -0.460
C -3.989 0.032 -0.767
N -2.840 -0.697 -0.600
C -2.890 -2.000 -0.726
C -4.087 -2.692 -0.941
C -5.249 -1.989 -1.058
C -5.237 -0.572 -1.028
H -5.039 -0.369 -5.775
H -6.223 0.437 -3.761
H -8.074 -3.384 -3.295
H -6.843 -4.222 -5.297
H -7.164 2.197 -0.939
H -4.939 3.285 -0.571
H -1.951 -2.533 -0.624
H -4.081 -3.774 -0.997
H -6.181 -2.520 -1.163
C -0.248 0.983 6.524
C 0.945 1.036 5.571
C 1.794 -0.227 5.784
C 1.781 2.285 5.890
C 0.506 1.088 4.107
C -0.824 1.106 3.706
C -1.118 1.044 2.357
N -0.187 0.951 1.409
C 1.100 1.030 1.766
C 1.466 1.084 3.097
C 2.100 0.916 0.653
C 3.380 1.245 0.822
C 4.510 0.913 -0.069
C 4.366 0.841 -1.394
C 3.173 1.379 -2.146
N 1.566 0.254 -0.482
C 5.840 0.634 0.651
C 6.206 1.845 1.534
C 6.987 0.408 -0.333
C 5.699 -0.615 1.535
H 0.114 0.894 7.551
H -0.889 0.121 6.320
H -0.854 1.893 6.462
H 2.091 -0.300 6.836
H 2.705 -0.213 5.177
H 1.226 -1.126 5.525
H 2.069 2.283 6.946
H 1.208 3.196 5.692
H 2.696 2.322 5.289
H -1.638 1.166 4.417
H -2.148 1.038 2.015
H 2.519 1.083 3.353
H 3.629 1.739 1.755
H 5.211 0.533 -2.004
H 3.345 1.343 -3.218
H 6.078 2.783 0.983
H 7.253 1.773 1.842
H 5.604 1.896 2.447
H 7.123 1.271 -0.992
H 6.824 -0.482 -0.951
H 7.915 0.258 0.224
H 4.854 -0.523 2.229
H 6.610 -0.770 2.124
H 5.538 -1.506 0.920
*
```

Output
LUMO level (spin up / spin down) ... -0.45 / -0.45 eV
ΔE to the lowest compared entry with this formula, charge and spin ... 259.15 kJ/mol
Total energy ... -157047.12336 eV



Entry 4:
Formula: C43H47F16NO14S
Source: the OMol25 dataset
Level of theory: ωB97M-V/def2-TZVPD

```
! RIJCOSX wB97M-V def2-TZVPD def2/J DEFGRID3
* xyz 0 1
O 0.980 -3.073 2.046
C 0.399 -2.079 2.418
C -1.093 -1.922 2.615
C -1.947 -3.088 3.055
C -1.597 -4.465 2.399
C -1.868 -4.545 0.886
N -0.855 -3.889 0.048
C -1.224 -3.939 -1.367
C -0.275 -3.174 -2.261
C -0.794 -2.168 -3.071
C 0.005 -1.447 -3.939
C 1.370 -1.703 -4.029
C 1.890 -2.698 -3.218
C 1.086 -3.416 -2.354
O 1.660 -4.429 -1.579
C -1.596 -0.697 2.378
C -3.084 -0.334 2.573
O -3.361 -0.507 3.963
C -4.618 -0.042 4.333
C -5.848 -0.413 3.758
C -6.999 0.133 4.287
C -6.982 1.014 5.384
C -5.769 1.375 5.939
C -4.614 0.833 5.394
C -0.663 0.393 1.886
O -0.972 1.210 1.049
C 0.747 0.362 2.498
S 1.663 1.860 2.817
O 0.787 2.951 2.507
O 2.178 1.977 4.150
C 3.030 1.939 1.538
F 2.594 1.184 0.497
F 3.206 3.166 1.098
F 4.149 1.376 1.981
C 1.249 -0.843 2.773
C 2.589 -1.136 3.406
C 2.484 -2.225 4.528
C 3.058 -1.713 5.854
F 2.838 -2.738 6.797
H -1.865 -3.177 4.152
H -3.009 -2.921 2.867
H -2.275 -5.194 2.874
H -0.586 -4.780 2.682
H -2.841 -4.126 0.597
H -1.870 -5.622 0.605
H 0.006 -4.421 0.151
H -1.267 -4.998 -1.704
H -2.246 -3.540 -1.449
H -1.851 -1.898 -3.064
H -0.436 -0.681 -4.577
H 1.984 -1.123 -4.714
H 2.954 -2.927 -3.285
H 1.671 -5.210 -2.148
H -3.719 -0.964 1.951
H -3.164 0.720 2.265
H -5.905 -1.121 2.927
H -7.975 -0.141 3.887
H -7.875 1.434 5.844
H -5.664 2.034 6.797
H -3.655 1.101 5.842
H 2.995 -0.237 3.882
H 3.314 -1.509 2.672
H 3.001 -3.142 4.225
H 1.441 -2.497 4.748
H 2.500 -0.847 6.231
H 4.144 -1.565 5.826
C 2.956 3.235 -2.389
C 4.120 2.467 -1.800
O 5.024 2.030 -2.835
C 5.897 2.931 -3.265
O 5.992 4.056 -2.873
C 6.813 2.306 -4.324
F 6.131 1.579 -5.218
F 7.715 1.486 -3.762
F 7.490 3.233 -5.003
H 2.455 2.641 -3.154
H 2.236 3.492 -1.612
H 3.294 4.156 -2.866
H 3.758 1.569 -1.314
H 4.651 3.054 -1.050
C -5.068 4.317 -0.899
C -4.869 4.119 0.588
O -6.131 3.945 1.260
C -6.650 2.725 1.214
O -6.163 1.779 0.667
C -7.959 2.683 2.012
F -8.752 3.732 1.749
F -7.714 2.692 3.328
F -8.674 1.587 1.746
H -5.754 5.145 -1.086
H -4.117 4.528 -1.387
H -5.502 3.429 -1.359
H -4.413 5.007 1.023
H -4.206 3.280 0.797
C -8.890 -5.116 -0.878
C -8.087 -3.935 -1.378
O -7.307 -3.354 -0.315
C -6.160 -3.957 -0.039
O -5.725 -4.926 -0.586
C -5.430 -3.197 1.072
F -6.220 -2.845 2.094
F -4.889 -2.059 0.604
F -4.435 -3.890 1.624
H -9.505 -4.826 -0.025
H -9.538 -5.498 -1.667
H -8.237 -5.923 -0.546
H -8.756 -3.150 -1.726
H -7.446 -4.209 -2.216
C 9.944 5.062 -5.680
C 11.106 4.295 -5.088
O 12.019 3.866 -6.114
C 12.894 4.773 -6.533
O 12.979 5.896 -6.133
C 13.823 4.156 -7.586
F 13.146 3.433 -8.487
F 14.720 3.339 -7.012
F 14.501 5.088 -8.252
H 9.449 4.471 -6.451
H 9.217 5.312 -4.907
H 10.280 5.987 -6.150
H 10.743 3.389 -4.604
H 11.629 4.880 -4.331
*
```

Output
LUMO level ... -1.36 eV
SMILES ... O=C1C(CCCNCc2ccccc2O)=C(COc2ccccc2)C(=O)C(S(=O)(=O)C(F)(F)F)=C1CCCF.CCOC(=O)C(F)(F)F.CCOC(=O)C(F)(F)F.CCOC(=O)C(F)(F)F.CCOC(=O)C(F)(F)F
Total energy ... -129821.53803 eV



Entry 5:
Formula: C2H14O6
Source: the OMol25 dataset
Level of theory: ωB97M-V/def2-TZVPD

```
! RIJCOSX wB97M-V def2-TZVPD def2/J DEFGRID3
* xyz 0 1
C 1.002 0.178 -0.403
C 1.789 1.460 -0.274
O 1.246 2.528 -0.523
H 1.152 -0.496 0.494
H 1.182 -0.182 -1.501
H -0.075 0.393 -0.408
H 2.813 1.597 -0.149
O 1.988 -2.197 2.008
H 1.222 -2.218 1.577
H 2.526 -1.528 1.580
O -1.933 1.420 -0.552
H -1.673 1.871 0.240
H -2.808 1.442 -0.701
O -0.026 -3.265 -0.106
H -0.530 -3.089 0.689
H -0.722 -3.103 -0.717
O -1.846 -1.890 -2.007
H -2.119 -1.690 -2.906
H -0.972 -1.449 -1.913
O -1.331 2.581 1.764
H -1.000 3.210 1.311
H -0.535 2.004 1.800
*
```

Output
LUMO level ... 0.33 eV
SMILES ... CC=O.O.O.O.O.O
ΔE to the lowest compared entry with this formula, charge and spin ... 201.26 kJ/mol
Total energy ... -14583.91597 eV



Entry 6:
Formula: C4H7NO3
Source: the OMol25 dataset
Level of theory: ωB97M-V/def2-TZVPD

```
! RIJCOSX wB97M-V def2-TZVPD def2/J DEFGRID3
* xyz 0 1
C 2.811 -0.317 0.132
N 1.879 -0.403 -0.726
O 0.746 -0.846 -0.073
C -0.545 -0.479 -0.775
C -1.471 -1.232 0.182
O -2.625 -1.330 -0.189
O -0.952 0.813 -0.924
C -1.158 1.558 0.291
H 3.839 -0.038 -0.147
H 2.571 -0.534 1.151
H -0.495 -0.965 -1.793
H -1.111 -1.636 1.244
H -2.036 1.274 0.796
H -0.318 1.526 0.952
H -1.136 2.607 -0.122
*
```

Output
LUMO level ... 0.64 eV
SMILES ... C=NO[C@@H](C=O)OC
ΔE to the lowest compared entry with this formula, charge and spin ... 490.32 kJ/mol
Total energy ... -11890.19564 eV



Entry 7:
Formula: C39H47N7O4ReS2
Source: the OMol25 dataset
Level of theory: ωB97M-V/def2-TZVPD

```
! RIJCOSX wB97M-V def2-TZVPD def2/J DEFGRID3
* xyz 2 4
Re 0.784 0.499 0.597
C -2.509 5.761 2.179
C -1.065 5.374 2.448
N -0.941 3.925 2.726
C -0.927 3.564 4.152
C 0.470 3.695 4.736
C -0.848 3.064 1.740
S -0.822 1.348 2.134
N -0.891 3.565 0.494
C -0.408 3.026 -0.582
O 0.377 1.980 -0.627
C -0.704 3.633 -1.891
C -0.040 3.190 -3.036
C -0.329 3.759 -4.264
C -1.283 4.764 -4.356
C -1.945 5.208 -3.218
C -1.654 4.651 -1.986
H -2.574 6.834 2.008
H -3.146 5.518 3.031
H -2.893 5.244 1.301
H -0.690 5.883 3.334
H -0.416 5.628 1.614
H -1.296 2.550 4.270
H -1.637 4.227 4.646
H 1.155 3.004 4.240
H 0.446 3.456 5.799
H 0.863 4.706 4.630
H 0.714 2.417 -2.957
H 0.195 3.427 -5.150
H -1.506 5.208 -5.316
H -2.685 5.993 -3.294
H -2.155 4.994 -1.093
C 0.377 -4.019 3.526
C 1.180 -2.762 3.894
C 1.180 -1.798 2.806
N 1.121 -1.042 1.947
H 0.314 -4.659 4.403
H 0.872 -4.576 2.731
H -0.635 -3.770 3.207
H 2.221 -2.991 4.133
H 0.752 -2.251 4.759
O 3.966 0.338 1.670
C 3.461 1.442 1.537
O 2.143 1.608 1.501
C 4.237 2.699 1.604
C 5.568 2.649 2.009
C 6.318 3.811 2.049
C 5.745 5.019 1.672
C 4.420 5.070 1.261
C 3.660 3.913 1.234
H 6.000 1.698 2.291
H 7.350 3.779 2.372
H 6.336 5.925 1.698
H 3.982 6.013 0.963
H 2.625 3.941 0.921
N 3.630 -1.920 0.076
C 2.954 -1.692 -1.033
S 2.222 -0.143 -1.315
N 2.880 -2.636 -1.970
C 2.037 -2.621 -3.136
C 1.032 -3.572 -3.230
C 0.238 -3.612 -4.367
C 0.441 -2.696 -5.389
C 1.451 -1.750 -5.284
C 2.265 -1.717 -4.161
H 3.802 -1.135 0.716
H 4.133 -2.785 0.212
H 3.376 -3.500 -1.797
H 0.885 -4.285 -2.426
H -0.530 -4.369 -4.462
H -0.173 -2.733 -6.279
H 1.627 -1.052 -6.091
H 3.077 -1.006 -4.088
C -3.796 -5.745 -2.339
C -2.608 -5.431 -1.443
N -2.993 -4.940 -0.121
C -3.617 -5.917 0.786
C -5.091 -5.630 1.019
C -2.635 -3.760 0.421
O -2.700 -3.532 1.624
C -2.146 -2.623 -0.455
C -2.612 -2.266 -1.713
C -2.112 -1.120 -2.315
C -1.168 -0.363 -1.657
N -0.747 -0.676 -0.417
C -1.248 -1.773 0.162
H -3.450 -6.118 -3.303
H -4.414 -4.862 -2.510
H -4.431 -6.513 -1.899
H -1.950 -4.706 -1.914
H -2.009 -6.335 -1.297
H -3.078 -5.892 1.732
H -3.471 -6.902 0.342
H -5.218 -4.654 1.484
H -5.515 -6.380 1.686
H -5.653 -5.649 0.085
H -3.368 -2.856 -2.212
H -2.451 -0.807 -3.292
H -0.744 0.523 -2.105
H -0.961 -1.983 1.180
*
```

Output
LUMO level (spin up / spin down) ... -5.01 / -6.71 eV
ΔE to the lowest compared entry with this formula, charge and spin ... 0.00 kJ/mol
Total energy ... -83618.77818 eV